The following is a quantum chemistry calculation of the molecule C5H7NS2 in a non-equilibrium geometry, from the Open Molecules 2025 dataset.

Output
* electronic energy: -1045.750181 Ha
* max |F|: 4.66 eV/Å
* LUMO energy: 0.6 eV
* total charge: 0
* spin multiplicity: 1
* SMILES: Cc1cc(S)n(S)c1

Each line ends with the Löwdin charge.
Element x y z (Å)
1 C -0.3361 -3.1658 -1.3507  -0.117
2 C -0.1389 -1.7816 -0.7397  -0.332
3 C 1.0959 -1.0937 -0.5646  -0.089
4 C 0.8118 0.0921 -0.0360  -0.650
5 S 1.6503 1.4991 0.7337  0.713
6 N -0.6035 0.2823 0.0381  -0.533
7 S -1.4874 1.6290 0.5651  0.802
8 C -1.1286 -0.9017 -0.2992  -0.164
9 H 0.6194 -3.9618 -0.9898  0.133
10 H -1.4410 -3.6087 -1.0111  0.101
11 H -0.4862 -3.0433 -2.6627  0.137
12 H 2.1383 -1.3816 -0.7638  0.122
13 H 2.7929 0.7492 0.9738  -0.110
14 H -1.6925 1.3388 1.8810  -0.111
15 H -2.1375 -1.0146 -0.5330  0.098

Cartesian forces (eV/Å) of the 6 atoms listed first:
C -0.980 -1.536 -1.396
C -0.835 -0.236 0.148
C 1.324 -0.896 -0.210
C -1.466 4.155 1.523
S 1.272 -1.746 -0.448
N 1.793 -0.093 0.741

=====

The following is a quantum chemistry calculation of a structure of composition C2H4N4P in a non-equilibrium geometry, from the Open Molecules 2025 dataset.

Output
* electronic energy: -638.792376 Ha
* max |F|: 3.70 eV/Å
* LUMO energy (alpha / beta): 4.7 / 1.6 eV
* total charge: -1
* <S²>: 2.0203
* spin multiplicity: 3

Each line ends with the Mulliken spin population.
Element x y z (Å)
1 C -0.2550 -1.1265 1.4566  0.029
2 C 0.2108 -0.9426 -1.1173  0.998
3 N 0.0213 3.6553 1.1284  0.427
4 N 0.1616 -1.8108 2.2946  0.202
5 N 0.5213 1.7792 -0.1184  0.233
6 N 0.3317 2.7546 0.4879  -0.010
7 P -0.7705 -0.0204 0.1465  0.485
8 H -0.0098 -0.6146 -2.2286  -0.257
9 H 0.2881 -1.9656 -0.9070  -0.184
10 H 1.2280 -0.6968 -0.9792  -0.047
11 H -1.7274 -1.0116 -0.1636  0.124

Cartesian forces (eV/Å) of the 6 atoms listed first:
C 0.151 2.096 -0.455
C 0.574 2.190 -2.926
N -0.100 1.238 0.757
N 0.121 -0.797 0.799
N 1.256 -2.265 -1.943
N -0.998 1.233 1.098